176
Properties=species:S:1:pos:R:3:forces:R:3 method="wB97M-V/def2-TZVPD" gap_ev=6.63 charge=-1 fmax_ev_per_a=0.81
C -0.78063 -2.51712 0.80281 0.044 0.507 -0.041
C -1.40213 -1.73703 -0.37265 -0.264 -0.128 0.380
C -2.04199 -0.40089 0.05569 -0.124 -0.107 -0.143
C -1.44512 0.93021 -0.45989 -0.195 0.271 0.418
C 0.09007 0.92220 -0.29192 0.154 0.210 -0.151
C 1.00503 1.20850 -1.49404 0.393 -0.505 0.391
C 2.24060 0.30428 -1.52856 -0.296 0.143 -0.454
I 1.78930 3.21810 -1.37158 -0.159 0.105 -0.304
O -1.99064 1.96924 0.33540 0.216 -0.043 -0.270
B -3.25688 2.53440 -0.28551 -0.204 0.634 0.077
C -3.12082 4.13089 -0.73870 0.338 -0.313 0.001
C -1.77191 4.77665 -0.48207 -0.228 0.107 -0.177
O -1.39802 4.70642 0.89843 0.392 0.300 -0.009
C -4.55350 2.42460 0.68968 0.108 -0.736 0.022
C -5.19697 1.05074 0.95243 -0.220 0.205 0.221
C -6.01889 0.51159 -0.19270 0.070 0.010 -0.078
C -6.98089 1.30906 -0.81778 0.049 0.000 0.049
C -7.76883 0.81352 -1.84334 -0.038 0.038 0.074
C -7.61887 -0.49919 -2.27246 -0.012 0.028 -0.057
C -6.66027 -1.29824 -1.66861 -0.156 -0.061 -0.054
C -5.87697 -0.79568 -0.64116 0.068 -0.048 0.063
O -3.34469 1.65208 -1.54580 0.221 -0.057 -0.174
C -2.10475 1.23477 -1.83020 -0.810 0.009 -0.075
F -1.41552 2.28331 -2.54439 0.447 -0.189 0.097
P -2.26063 -0.09433 -3.12469 -0.506 -0.374 0.130
N -3.37140 -1.18446 -2.94514 0.379 -0.044 -0.170
H -0.45880 -1.82286 1.58523 0.109 -0.078 -0.036
H -1.52987 -3.16852 1.25427 0.107 -0.106 0.017
H 0.09421 -3.09422 0.50238 -0.091 -0.185 0.045
H -2.20397 -2.34914 -0.78742 0.198 0.013 -0.317
H -0.65908 -1.59539 -1.16082 0.017 0.018 -0.014
H -3.08675 -0.39211 -0.25384 -0.010 -0.005 0.087
H -2.03619 -0.31308 1.14564 0.061 0.015 -0.023
H 0.30025 1.65522 0.48648 -0.069 -0.116 0.069
H 0.40455 -0.04316 0.11576 -0.064 -0.014 -0.063
H 0.48685 1.09125 -2.44000 -0.008 0.427 -0.003
H 2.90872 0.48607 -0.68828 -0.071 -0.153 0.102
H 1.91232 -0.73949 -1.55676 0.079 -0.037 0.160
H 2.78434 0.50960 -2.45392 0.142 -0.083 0.113
H -3.29496 4.16860 -1.82288 -0.134 0.122 0.026
H -3.88658 4.75107 -0.25925 -0.068 -0.085 0.017
H -1.01896 4.31898 -1.12917 0.099 -0.054 0.183
H -1.78080 5.84451 -0.73702 -0.031 -0.019 0.037
H -0.87751 3.90480 1.00499 -0.327 -0.214 0.014
H -4.20179 2.80955 1.65663 -0.026 0.142 -0.047
H -5.34604 3.10193 0.37054 0.133 0.106 -0.032
H -4.45640 0.31663 1.27684 0.020 -0.040 -0.154
H -5.89250 1.14532 1.80123 0.040 -0.023 0.020
H -7.11484 2.33535 -0.49477 0.027 -0.011 0.003
H -8.51226 1.45775 -2.29841 -0.006 -0.021 -0.047
H -8.24570 -0.88187 -3.07060 0.064 -0.034 0.019
H -6.52169 -2.32153 -1.99515 0.037 -0.004 -0.023
H -5.12943 -1.43650 -0.18650 0.010 0.038 -0.022
H -0.95744 -0.63981 -3.16438 0.132 0.208 -0.113
H -2.33604 0.67173 -4.30107 0.203 0.135 -0.002
H -4.06043 -1.15312 -3.68476 -0.175 0.036 0.165
C 6.93572 -1.96070 -1.96209 -0.015 -0.055 -0.028
O 7.02798 -3.27094 -1.43905 -0.080 0.241 0.072
C 7.79245 -3.39461 -0.24311 0.138 -0.168 0.015
C 6.90821 -3.68237 0.94897 -0.140 0.059 -0.011
N 6.08762 -2.53194 1.29238 -0.050 -0.071 -0.108
C 5.04311 -2.78590 2.27840 0.063 0.128 0.021
C 3.95740 -3.80410 1.95014 -0.089 -0.077 0.218
O 3.08071 -3.40841 0.91687 -0.025 -0.019 -0.075
C 3.53637 -3.64724 -0.39890 -0.060 0.144 0.028
H 6.51517 -2.04251 -2.96347 -0.005 -0.008 0.002
H 6.28109 -1.31596 -1.36664 0.042 0.027 0.024
H 7.92154 -1.49137 -2.03089 0.002 0.021 0.002
H 8.38964 -2.49286 -0.07748 -0.051 0.039 0.024
H 8.47278 -4.23857 -0.38607 0.001 0.019 -0.043
H 7.54401 -3.93268 1.80444 -0.011 -0.014 0.018
H 6.31323 -4.57455 0.70605 0.068 -0.045 0.024
H 5.65689 -2.17322 0.45036 -0.003 0.021 0.011
H 4.54673 -1.83213 2.47285 -0.008 -0.009 0.048
H 5.52319 -3.09106 3.21567 0.010 -0.025 -0.005
H 3.33466 -3.90623 2.84356 -0.028 -0.029 -0.024
H 4.36543 -4.80190 1.73969 0.073 0.048 -0.074
H 4.16466 -4.54142 -0.45310 0.017 0.002 -0.018
H 4.09646 -2.79073 -0.78815 0.062 -0.079 -0.067
H 2.66199 -3.78748 -1.03454 -0.025 -0.022 0.034
C 9.27919 -10.84479 -4.19930 0.047 0.002 -0.018
O 9.43134 -9.74621 -5.07138 -0.016 -0.015 0.079
C 8.25547 -9.37551 -5.77939 -0.022 0.025 -0.164
C 7.69903 -8.05702 -5.29059 0.031 0.026 0.138
N 7.15020 -8.17493 -3.94906 0.142 0.015 0.008
C 6.79391 -6.90648 -3.31718 -0.101 -0.133 0.033
C 7.88410 -5.87309 -3.07195 -0.083 0.145 -0.032
O 8.83746 -6.25216 -2.08966 0.021 -0.048 0.014
C 9.88556 -7.08294 -2.54021 0.028 0.040 0.080
H 10.27682 -11.14635 -3.88418 0.005 0.011 0.002
H 8.69433 -10.59488 -3.30692 -0.043 -0.022 -0.022
H 8.79962 -11.69004 -4.70282 -0.007 -0.013 0.010
H 7.49902 -10.16306 -5.70620 -0.017 0.014 0.046
H 8.53232 -9.26675 -6.83175 0.007 -0.035 0.006
H 6.90203 -7.74115 -5.97104 -0.003 0.029 0.001
H 8.50657 -7.31410 -5.35791 -0.019 0.004 -0.076
H 7.81825 -8.65608 -3.36147 -0.001 0.007 0.004
H 6.34455 -7.14325 -2.34964 -0.037 0.027 -0.007
H 6.01146 -6.43484 -3.92104 0.010 0.017 -0.012
H 7.40208 -4.97554 -2.67829 0.070 -0.099 -0.059
H 8.39903 -5.58363 -3.99765 0.028 -0.093 -0.006
H 10.16185 -6.85780 -3.57451 -0.004 -0.025 -0.018
H 9.63579 -8.14630 -2.46620 0.003 -0.001 -0.065
H 10.74913 -6.89906 -1.90015 -0.002 0.011 -0.003
C 3.31137 -2.01920 9.56731 0.028 0.039 -0.015
O 4.43382 -2.39924 8.80003 -0.080 -0.005 -0.006
C 5.07217 -3.59653 9.21627 0.157 -0.023 0.030
C 4.85390 -4.71822 8.22506 -0.120 -0.001 -0.066
N 3.47003 -5.16730 8.22562 0.009 0.119 -0.075
C 3.11967 -6.08540 7.14752 -0.063 -0.038 0.135
C 3.24462 -5.59881 5.70869 0.057 -0.119 -0.121
O 2.31396 -4.60204 5.34428 -0.016 0.035 0.048
C 2.66327 -3.27681 5.69307 -0.063 0.050 -0.118
H 3.05064 -1.00407 9.27414 0.000 0.000 -0.014
H 2.44366 -2.66442 9.39006 0.010 -0.027 0.043
H 3.53960 -2.02904 10.63773 -0.013 0.000 0.011
H 4.72930 -3.89114 10.21328 -0.046 -0.021 -0.016
H 6.14465 -3.38928 9.27310 -0.013 0.019 0.029
H 5.49710 -5.56021 8.50067 0.008 -0.013 -0.021
H 5.18536 -4.35446 7.24232 0.068 -0.016 0.022
H 2.86153 -4.36062 8.17761 -0.001 -0.004 0.001
H 2.08052 -6.38581 7.30049 0.006 -0.034 -0.001
H 3.73055 -6.98829 7.25668 0.024 0.007 -0.018
H 3.03010 -6.45211 5.06004 0.002 0.011 -0.015
H 4.26487 -5.26960 5.46982 -0.006 0.054 0.064
H 3.74581 -3.12166 5.64856 0.009 0.008 0.039
H 2.30379 -3.00069 6.68877 0.069 -0.007 0.020
H 2.18594 -2.61341 4.97189 -0.002 -0.012 -0.009
C -2.59938 4.94509 -4.93713 0.023 -0.085 0.117
O -3.11430 6.09701 -4.30100 -0.009 -0.091 -0.010
C -3.00380 7.30115 -5.03263 0.009 0.102 0.047
C -4.37245 7.78136 -5.46457 -0.065 -0.045 -0.031
N -4.95013 6.89958 -6.46819 -0.038 -0.035 0.084
C -6.36341 7.12839 -6.73959 0.063 -0.055 -0.088
C -7.35888 6.94293 -5.59811 -0.132 0.079 0.000
O -7.51749 5.60895 -5.16717 0.056 -0.037 -0.020
C -6.55483 5.14059 -4.23388 -0.081 -0.063 0.025
H -2.57887 4.14630 -4.19697 0.005 0.035 0.046
H -3.22467 4.62119 -5.77888 0.050 0.043 -0.053
H -1.57977 5.11352 -5.29787 0.004 -0.004 -0.022
H -2.33889 7.17907 -5.89426 -0.050 -0.024 -0.040
H -2.56706 8.05495 -4.37003 0.044 -0.029 -0.003
H -4.29001 8.79061 -5.88237 -0.011 0.003 -0.011
H -4.98579 7.84606 -4.55540 0.029 0.077 0.011
H -4.82955 5.94078 -6.16821 0.031 0.004 0.009
H -6.65774 6.44592 -7.54109 -0.014 0.024 -0.019
H -6.47712 8.14615 -7.13058 -0.009 0.017 0.030
H -8.33931 7.24965 -5.97418 -0.006 0.000 0.015
H -7.13120 7.59265 -4.74326 0.076 -0.032 0.002
H -6.21965 5.93885 -3.56625 0.032 0.010 -0.008
H -5.68248 4.70158 -4.72422 0.033 0.047 0.027
H -7.02792 4.36124 -3.63828 -0.007 0.002 -0.001
C -5.94433 7.00587 6.00086 -0.028 -0.029 0.002
O -7.13264 7.27681 5.28879 0.047 -0.020 0.023
C -7.16556 8.53446 4.63035 -0.115 0.117 -0.004
C -7.07361 8.38700 3.12747 0.084 -0.133 -0.048
N -5.75311 7.93949 2.71874 -0.074 -0.099 0.065
C -5.63277 7.56152 1.31310 0.138 0.104 0.023
C -6.48224 6.40671 0.79735 -0.046 0.034 -0.135
O -6.11878 5.14810 1.31214 -0.060 0.091 0.018
C -6.65087 4.79880 2.56832 0.032 -0.118 -0.037
H -6.12941 6.12292 6.61027 -0.006 -0.009 -0.009
H -5.09665 6.79761 5.33976 0.018 0.047 0.008
H -5.67699 7.83899 6.65932 0.015 0.001 0.005
H -6.36485 9.18342 4.99994 0.037 -0.023 -0.024
H -8.12382 9.00201 4.87680 0.016 -0.001 0.026
H -7.27187 9.36220 2.66975 -0.018 -0.004 -0.026
H -7.87594 7.70371 2.81374 -0.044 0.057 0.008
H -5.47984 7.14958 3.28866 0.017 -0.006 -0.020
H -4.58778 7.29827 1.13586 0.001 0.003 -0.027
H -5.84787 8.44561 0.70179 -0.028 0.004 0.004
H -6.30786 6.34313 -0.28037 -0.006 -0.028 -0.001
H -7.55929 6.58018 0.93471 0.024 0.025 0.094
H -7.65539 5.21127 2.71322 0.003 0.023 0.018
H -6.00873 5.12074 3.39527 -0.052 0.046 0.012
H -6.70545 3.70991 2.59966 0.000 0.003 -0.009